One molecule with the formula C4H2O, computed with the ωB97M-V functional and the def2-TZVPD basis.

Each line ends with the Löwdin charge.
Positions of all 7 atoms, in Å:
C -0.506 0.837 0.048  -0.257
C -0.677 -0.605 0.013  -0.095
C -1.593 1.584 -0.131  0.219
C -1.968 -0.618 -0.050  -0.303
O -3.075 -0.322 0.081  0.193
H 0.357 1.323 0.303  0.075
H 0.076 -1.506 -0.197  0.168

Total charge: 0
Highest occupied orbital energy (eV): -8.83
Gap between HOMO and LUMO (eV): 8.363
E (eV): -6221.3784
Energy above the lowest of the compared OMol25 structures with the same formula, charge and spin (eV): 3.481
LUMO (hartree): -0.0172

A 2-piece molecular cluster, CH6N3O overall, computed with the ωB97M-V functional and the def2-TZVPD basis.

Each line ends with the Löwdin charge.
Positions of all 11 atoms, in Å:
C -0.140 0.150 0.093  -0.695
N -1.515 -0.002 0.014  0.071
N 0.783 1.063 -0.289  0.138
N 0.386 -1.257 0.126  0.278
O -0.969 0.245 1.200  0.043
H -2.021 1.542 -0.803  0.274
H 0.966 1.887 0.395  0.181
H 0.985 1.167 -1.321  0.151
H -0.328 -1.876 -0.157  0.140
H 0.549 -1.450 1.144  0.196
H 1.303 -1.470 -0.402  0.222

Total charge: +1
Highest occupied orbital energy (spin up / spin down) (eV): -14.27 / -14.54
Gap between HOMO and LUMO (spin up / spin down) (eV): 9.334 / 9.974
E (eV): -7638.8618
Energy above the lowest of the compared OMol25 structures with the same formula, charge and spin (eV): 5.724
LUMO (spin up / spin down) (hartree): -0.1814 / -0.1677

A 2-piece molecular cluster, C5H13IN overall, computed with the ωB97M-V functional and the def2-TZVPD basis.

Each line ends with the Löwdin charge.
Positions of all 20 atoms, in Å:
C -0.985 -1.105 -0.589  0.020
C -0.764 1.395 -0.430  0.013
C 1.901 1.076 0.490  0.004
C 1.682 -1.337 0.484  0.007
C -0.157 0.062 -0.224  -0.240
N 1.051 -0.061 0.223  -0.118
I -5.047 -0.003 0.073  0.434
H -0.894 -1.267 -1.666  0.132
H -0.708 -2.031 -0.099  0.087
H -2.036 -0.901 -0.394  0.038
H -0.659 2.024 0.453  0.113
H -0.284 1.913 -1.262  0.118
H -1.822 1.305 -0.663  0.080
H 1.828 1.375 1.540  0.127
H 2.936 0.804 0.287  0.112
H 1.644 1.929 -0.132  0.098
H 0.981 -2.059 0.895  0.099
H 2.112 -1.751 -0.431  0.126
H 2.482 -1.195 1.210  0.109
H -6.526 -0.514 0.088  -0.359

Total charge: +1
Highest occupied orbital energy (eV): -12.77
Gap between HOMO and LUMO (eV): 8.857
E (eV): -14979.9634
Energy above the lowest of the compared OMol25 structures with the same formula, charge and spin (eV): 0.057
LUMO (hartree): -0.1436

C18H30Ca2F8N4O31S8 as an isolated structure, computed with the ωB97M-V functional and the def2-TZVPD basis.

Each line ends with the Löwdin charge.
Positions of all 101 atoms, in Å:
Ca -3.183 -0.914 0.247  1.566
Ca 1.582 -4.859 -0.253  1.659
N -0.971 -0.629 0.321  -0.377
S 0.107 -1.116 -0.851  0.588
O 0.662 -2.421 -0.710  -0.309
O 0.825 -0.114 -1.569  -0.235
F -1.116 -1.341 -1.854  -0.174
S 0.110 -0.007 1.299  0.516
O 0.561 1.305 0.934  -0.282
O 1.013 -0.885 1.983  -0.197
F -0.929 0.422 2.444  -0.163
N -4.904 -1.495 4.399  -0.248
S -3.407 -1.029 3.898  0.546
O -2.945 -1.413 2.570  -0.454
O -2.384 -0.847 4.879  -0.238
F -3.780 0.509 3.562  -0.212
S -4.631 -3.071 4.402  0.464
O -3.645 -3.599 5.300  -0.261
O -4.790 -3.728 3.135  -0.289
F -6.044 -3.420 5.075  -0.193
N -0.277 -4.955 0.931  -0.487
S -1.827 -4.715 0.254  0.611
O -2.353 -3.393 0.379  -0.295
O -2.583 -5.890 -0.011  -0.166
F -1.103 -4.589 -1.208  -0.247
S -0.727 -5.063 2.442  0.467
O -1.280 -6.327 2.809  -0.216
O -1.238 -3.849 2.983  -0.215
F 0.746 -5.221 3.062  -0.201
N -4.573 -2.428 -4.197  -0.237
S -4.124 -1.013 -3.475  0.572
O -3.511 -0.015 -4.310  -0.238
O -3.742 -1.037 -2.073  -0.446
F -5.616 -0.448 -3.362  -0.180
S -3.621 -3.430 -3.456  0.467
O -4.119 -3.884 -2.191  -0.283
O -2.200 -3.380 -3.659  -0.292
F -4.037 -4.650 -4.440  -0.202
C -0.028 -0.961 -5.075  -0.125
C 0.861 0.288 -4.952  -0.134
O 0.200 1.253 -5.744  0.080
C -0.695 0.636 -6.543  -0.574
O -1.357 1.077 -7.406  0.195
O -0.736 -0.681 -6.249  0.077
H -0.682 -1.071 -4.208  0.096
H 0.592 -1.858 -5.109  0.134
H 1.847 0.070 -5.383  0.136
H 1.144 0.517 -3.926  0.066
C 3.073 0.943 -0.128  -0.031
C 3.329 -0.081 -1.217  -0.274
C 3.024 0.268 -2.695  -0.108
O 4.294 0.228 -3.331  0.093
C 5.253 -0.102 -2.467  -0.582
O 6.410 -0.171 -2.778  0.153
O 4.758 -0.303 -1.249  0.075
H 3.857 1.680 0.053  0.097
H 3.068 0.494 0.871  0.075
H 2.109 1.429 -0.267  0.046
H 2.757 -0.974 -0.963  0.107
H 2.573 1.250 -2.826  0.140
H 2.426 -0.540 -3.115  0.111
C 2.254 3.730 1.557  -0.015
C 1.957 5.227 1.456  -0.316
C 0.459 5.581 1.424  -0.105
O 0.342 6.588 2.408  0.088
C 1.454 6.660 3.139  -0.554
O 1.633 7.381 4.055  0.187
O 2.441 5.857 2.622  0.093
H 2.136 3.435 2.602  0.104
H 3.303 3.522 1.346  0.079
H 1.627 3.109 0.921  0.043
H 2.256 5.573 0.460  0.150
H -0.154 4.696 1.593  0.104
H 0.254 5.990 0.436  0.138
C 3.107 -3.623 3.978  0.023
O 3.659 -2.675 3.057  0.028
C 3.313 -2.613 1.809  -0.631
O 2.507 -3.354 1.272  -0.064
O 4.047 -1.768 1.154  0.019
C 5.186 -1.116 1.733  0.011
H 3.247 -3.157 4.950  0.110
H 3.640 -4.572 3.960  0.108
H 2.042 -3.750 3.804  0.079
H 5.806 -1.887 2.190  0.108
H 4.836 -0.418 2.493  0.111
H 5.802 -0.559 1.033  0.102
C -2.790 4.743 1.678  -0.031
C -2.577 3.262 1.403  -0.171
O -1.967 3.142 0.106  0.041
C -2.254 2.155 -0.691  -0.635
O -2.983 1.240 -0.425  -0.026
O -1.728 2.300 -1.860  0.054
C -0.859 3.349 -2.266  0.011
H -2.925 5.268 0.736  0.094
H -1.961 5.182 2.225  0.054
H -3.641 4.877 2.346  0.090
H -3.519 2.705 1.397  0.123
H -2.016 2.673 2.135  0.122
H -1.468 4.251 -2.341  0.110
H -0.500 3.045 -3.248  0.100
H 0.013 3.500 -1.629  0.097

Total charge: 0
Highest occupied orbital energy (eV): -9.96
Gap between HOMO and LUMO (eV): 6.602
E (eV): -233883.7685
LUMO (hartree): -0.1234

C29H30N3O6Pd as an isolated structure, computed with the ωB97M-V functional and the def2-TZVPD basis.

Each line ends with the Löwdin charge.
Positions of all 69 atoms, in Å:
Pd -0.709 0.406 0.515  1.328
C -0.603 3.366 0.717  -0.070
N -0.407 2.338 1.750  -0.230
C 0.971 2.419 2.257  -0.162
C 1.571 1.146 2.877  -0.136
C 2.018 0.049 1.895  -0.198
N 0.946 -0.776 1.389  -0.017
C 1.113 -2.046 1.284  -0.048
C 0.211 -3.013 0.715  -0.126
C 0.407 -4.370 1.007  -0.043
C -0.425 -5.353 0.510  -0.080
C -1.465 -5.019 -0.366  -0.057
C -1.664 -3.718 -0.722  0.007
C -0.865 -2.659 -0.184  -0.316
O -1.147 -1.474 -0.511  -0.066
C -1.436 2.564 2.777  -0.182
C -1.589 1.534 3.901  -0.137
C -1.732 0.071 3.424  -0.190
N -2.158 0.007 2.052  -0.033
C -3.076 -0.823 1.682  -0.044
C -3.619 -0.886 0.364  -0.150
C -4.548 -1.891 0.061  -0.037
C -5.102 -2.018 -1.192  -0.066
C -4.737 -1.123 -2.209  -0.043
C -3.844 -0.120 -1.962  0.027
C -3.240 0.066 -0.676  -0.357
O -2.462 1.047 -0.485  -0.068
H -0.413 4.369 1.124  0.115
H -1.629 3.317 0.351  0.091
H 0.068 3.180 -0.123  0.083
H 1.033 3.221 3.012  0.143
H 1.609 2.703 1.413  0.119
H 0.904 0.715 3.621  0.085
H 2.473 1.472 3.401  0.128
H 2.778 -0.573 2.390  0.130
H 2.495 0.519 1.027  0.113
H 2.047 -2.488 1.666  0.152
H 1.220 -4.653 1.663  0.115
H -0.278 -6.384 0.791  0.105
H -2.100 -5.792 -0.771  0.116
H -2.441 -3.430 -1.411  0.114
H -2.396 2.620 2.255  0.127
H -1.256 3.542 3.251  0.142
H -2.502 1.820 4.427  0.123
H -0.770 1.608 4.617  0.110
H -2.442 -0.460 4.075  0.132
H -0.764 -0.440 3.509  0.102
H -3.477 -1.547 2.402  0.154
H -4.816 -2.596 0.835  0.121
H -5.809 -2.804 -1.402  0.110
H -5.155 -1.244 -3.198  0.118
H -3.533 0.557 -2.743  0.126
O 0.516 -0.314 -2.194  0.068
C 1.182 0.598 -1.729  -0.590
O 0.918 1.245 -0.668  -0.104
C 2.456 1.058 -2.420  -0.126
C 3.311 1.941 -1.759  -0.037
C 4.494 2.387 -2.332  0.019
C 4.777 1.937 -3.603  -0.199
O 5.850 2.202 -4.385  0.051
C 5.669 1.461 -5.573  -0.143
O 4.450 0.759 -5.489  0.048
C 3.917 1.047 -4.274  -0.184
C 2.752 0.586 -3.700  0.080
H 3.044 2.282 -0.771  0.095
H 5.159 3.064 -1.821  0.120
H 6.500 0.749 -5.686  0.144
H 5.651 2.141 -6.439  0.145
H 2.100 -0.103 -4.210  0.133

Total charge: +1
Highest occupied orbital energy (spin up / spin down) (eV): -9.97 / -9.97
Gap between HOMO and LUMO (spin up / spin down) (eV): 4.253 / 4.221
E (eV): -50785.6987
LUMO (spin up / spin down) (hartree): -0.2100 / -0.2112

Number 1: F_max 4.3 eV Å⁻¹. Number 2: F_max 6.5 eV Å⁻¹. Number 3: F_max 1.1 eV Å⁻¹. Number 4: F_max 6.9 eV Å⁻¹. Number 5: F_max 3.5 eV Å⁻¹.